No. 1
ORCA calculation (the ωB97M-V functional and the def2-TZVPD basis) on a structure of composition C10H24B3F3O7S.

The geometry in XYZ format:
```
48
Properties=species:S:1:pos:R:3:forces:R:3:mulliken_charge:R:1
H -0.9882 3.2357 3.2178 -0.09 0.16 -0.09 0.287
H 2.1509 -1.4466 -2.6853 -1.02 0.57 -0.97 -0.045
H 3.5247 -0.3861 -4.2460 -1.22 -0.36 -0.84 0.375
H 0.8829 2.3373 -1.2409 -1.20 -0.90 0.64 0.302
C -3.8899 3.8714 4.9931 0.01 -0.30 0.19 -0.248
O -0.4355 -4.6339 -4.3570 1.39 2.48 1.28 -0.449
O 1.2453 -6.4539 -1.8849 -0.67 3.49 0.34 -0.621
B 0.1984 -4.1406 -3.1882 -3.24 1.99 -0.88 0.342
C 0.0096 1.6904 -0.8888 -0.67 -0.26 0.13 -0.856
F 0.9089 -3.3760 -0.0675 1.86 -1.13 -1.13 -0.213
C 1.5232 -0.9483 -3.5076 0.53 0.02 -0.50 0.666
H -0.3278 1.2919 4.4854 0.09 0.04 0.07 0.243
H -4.1770 3.7299 7.1316 0.03 -0.07 0.00 0.350
C 0.8732 2.6870 3.3538 -0.45 -0.02 0.09 -0.272
H -3.1824 2.3553 3.9970 -0.02 0.13 -0.05 0.264
H -1.9570 -3.6757 -5.7019 0.31 0.15 -0.11 -0.067
H 2.8213 -1.7372 -5.2316 -0.54 1.27 0.37 0.344
C -0.0087 0.2751 -1.6805 0.64 1.42 -0.01 0.127
H 1.3949 0.8645 4.3965 -0.08 -0.04 0.02 0.342
H -1.0597 0.0568 -2.0423 1.24 0.16 0.30 0.224
H 0.2940 -0.5440 -0.9618 -0.18 0.79 -1.02 0.013
C 2.5571 -0.7503 -4.7387 0.43 0.23 1.27 -1.360
H 1.7415 2.6739 2.6922 -0.12 0.09 -0.04 0.292
C 0.5548 1.2859 3.8392 0.10 -0.14 0.02 -0.874
H 2.2274 0.0524 -5.4636 0.23 -1.17 0.67 0.297
B -0.9386 -3.4889 -5.1163 0.81 0.29 0.18 0.438
O -0.2251 3.2182 2.6244 0.14 -0.01 -0.13 -0.459
S 1.5234 -5.0201 -2.1912 4.24 -5.08 -2.22 0.941
H 1.0910 3.3515 4.1966 0.20 -0.08 0.05 0.319
H 0.3277 0.6302 2.9948 0.09 0.06 0.01 0.183
O 2.7796 -4.9594 -3.0371 -3.09 1.33 1.78 -0.637
C 1.0378 0.4491 -2.8974 0.07 -0.81 0.85 -0.945
H -3.7490 4.9533 4.9837 0.07 -0.11 -0.17 0.284
H 1.9698 0.9289 -2.4359 -1.27 -0.49 -0.84 0.406
H 0.6061 1.1441 -3.6870 0.56 -0.90 0.92 0.209
O -0.1926 -2.8174 -2.7622 2.47 -1.74 -1.86 -0.098
C 1.9783 -4.0716 -0.6134 0.40 0.66 2.43 0.607
H -4.9318 3.6566 4.7363 -0.04 0.13 0.09 0.262
H -3.6594 2.2150 6.3611 -0.11 0.05 0.03 0.332
H 0.0539 1.5411 0.2427 0.10 0.26 -1.55 0.068
C -3.5402 3.3023 6.3541 0.04 0.04 0.11 -1.034
O -0.2496 -2.2138 -5.1357 -0.24 -2.49 2.26 -0.552
O -3.0469 3.3110 3.9910 0.23 -0.02 -0.21 -0.513
H -2.4960 3.5103 6.5996 -0.08 0.08 -0.02 0.258
F 2.3630 -5.0321 0.3071 -0.59 1.77 -1.74 -0.202
B 0.3352 -1.9795 -3.8481 -0.47 0.70 -0.12 0.593
F 3.0379 -3.2079 -0.8106 -2.19 -1.59 0.23 -0.194
H -0.9563 2.2642 -1.0766 1.29 -0.64 0.15 0.271
```
Forces are in eV/Å.

Results
gap between HOMO and LUMO = 9.10 eV
LUMO level = -0.9 eV


No. 2
ORCA calculation (the ωB97M-V functional and the def2-TZVPD basis) on the molecule C3H4N2O.

The geometry in XYZ format:
```
10
Properties=species:S:1:pos:R:3:forces:R:3:mulliken_charge:R:1
C -0.2259 -0.7363 0.5722 0.77 0.02 0.36 -0.659
C -0.0835 1.2541 -0.3554 -0.10 0.04 0.00 -0.396
H -1.6956 -0.7946 -0.2014 -1.96 0.67 0.27 0.328
H 2.1410 -1.0807 -0.2226 0.18 0.15 -0.12 0.311
H -0.1865 -1.7086 1.0387 0.32 -0.09 -0.22 0.438
N -1.3367 1.1514 -0.0099 0.32 -0.14 -0.58 -0.507
O 1.9183 -0.1800 -0.4883 0.31 -0.07 0.22 -0.521
N -1.4917 -0.1107 0.5649 0.36 -0.59 -0.38 -0.243
C 0.6473 0.0507 -0.0893 -0.09 0.06 0.41 0.823
H 0.3133 2.1547 -0.8088 -0.10 -0.06 0.05 0.425
```
Forces are in eV/Å.

Results
gap between HOMO and LUMO = 9.73 eV
ΔE to the lowest compared entry with this formula, charge and spin = 61.41 kcal per mole
LUMO level = 0.6 eV
SMILES string = Oc1cn[nH]c1


No. 3
ORCA calculation (the ωB97M-V functional and the def2-TZVPD basis) on a structure of composition C26H40BIrN7SSe2SiTe2.

The geometry in XYZ format:
```
81
Properties=species:S:1:pos:R:3:forces:R:3:lowdin_spin:R:1
H 0.6489 1.5590 -5.1682 0.00 0.03 -0.03 0.000
H 4.7627 1.8224 0.1991 0.03 -0.04 -0.06 0.000
Se 0.3540 1.7067 3.3648 0.04 1.10 -0.08 0.090
C -3.5983 0.6034 3.2403 -0.14 0.06 -0.01 0.001
C 0.5135 2.0059 -4.1821 -0.08 -0.06 0.16 0.000
H 2.1828 4.2434 2.5074 0.03 -0.04 -0.02 0.001
H 2.5383 -3.5596 1.2203 0.03 -0.08 0.04 0.000
C -0.5338 -5.0113 0.2312 0.03 0.10 -0.10 0.000
C 1.8095 4.4873 -1.5354 0.06 -0.05 0.24 0.000
C 1.4579 1.2638 0.0831 0.28 0.34 0.23 0.000
H 2.2932 -0.0495 -4.2325 0.03 -0.01 -0.01 0.000
C -1.4022 -4.5959 -0.7514 0.10 -0.03 0.10 0.000
Ir -0.7352 -0.5194 0.2058 0.58 0.68 -0.25 -0.006
H -0.5007 2.4009 -4.1189 0.00 0.04 -0.02 0.000
C 1.9580 -3.0937 2.0220 -0.12 0.00 -0.03 0.000
C 3.8149 -0.0958 0.0601 -0.09 -0.02 0.00 0.000
H 4.4844 5.5570 0.0060 -0.01 0.02 0.01 0.000
C 2.6373 2.0258 0.1043 -0.02 -0.03 0.01 0.000
C -4.0259 -0.0380 0.8298 -0.18 0.18 0.16 0.000
H 4.7325 -0.6651 0.0747 0.00 -0.02 -0.06 0.000
H -5.1291 1.3167 1.9472 -0.01 -0.02 -0.12 0.000
C -0.2079 -3.8541 0.9525 0.06 -0.12 0.21 0.001
H 1.3173 -5.1490 3.7427 0.04 0.04 -0.02 0.000
H -0.4707 -0.5768 -5.2644 -0.01 0.03 0.00 0.000
H -2.5145 0.5501 3.2757 -0.15 0.01 0.07 0.000
H -5.2905 -2.2404 -1.2332 0.07 -0.04 -0.03 0.000
H 4.9934 4.0506 -0.7481 0.00 0.00 -0.02 0.000
C 1.7526 4.6382 1.5857 0.04 -0.12 -0.25 0.001
H 2.9330 1.1551 -3.1010 0.02 -0.01 -0.02 0.000
N -0.8535 -0.6218 -2.0191 -0.04 -0.19 1.46 -0.002
Si 2.6212 3.9275 0.0741 0.17 0.17 0.07 0.000
H 1.5144 -5.7869 2.1060 0.01 -0.04 0.01 0.000
H -6.1970 -0.3691 0.5546 -0.01 0.01 0.00 0.000
H 1.9485 5.5615 -1.6749 0.01 0.02 0.03 0.000
H -3.6235 2.5978 0.3909 0.00 0.06 0.00 0.000
C -4.0700 1.0610 1.8576 0.31 0.02 0.07 0.000
S -0.1405 1.9214 0.1628 -0.85 -1.50 -0.19 0.000
N -1.5830 -3.2785 -0.6208 -0.16 -0.53 -0.13 0.001
C -4.7429 -1.5624 -0.6019 -0.12 0.13 0.16 0.000
B -2.5293 -2.4360 -1.4810 0.23 0.15 0.20 0.000
N -0.8549 -2.8083 0.4146 -0.03 1.36 -0.73 0.001
H 0.7373 4.2882 -1.5335 -0.02 -0.02 0.01 0.000
C -5.1837 -0.6195 0.2962 0.15 -0.07 -0.02 0.000
H -1.8993 -5.1549 -1.5258 -0.08 0.06 0.01 0.000
H 1.2140 2.8354 -4.0812 -0.01 -0.01 -0.08 0.000
H -4.0029 -0.3772 3.4938 0.02 -0.01 0.03 0.001
Te 0.8265 1.2258 5.7734 0.01 -0.29 0.05 0.486
H 1.8063 -2.0433 1.7829 -0.01 -0.15 0.20 0.000
H -2.2688 -2.3963 -4.2913 -0.04 -0.01 0.05 0.000
H -3.9220 1.3128 4.0028 -0.02 0.04 -0.01 0.000
H -3.2255 -3.1729 -2.1108 -0.05 -0.02 -0.11 0.000
C 0.6196 -3.8084 2.2044 0.22 0.04 0.01 0.016
H -2.2403 2.1042 1.3727 -0.10 0.05 0.14 0.000
C -3.3108 2.3037 1.3946 -0.09 -0.08 -0.08 0.000
H 2.3520 -0.4045 -2.5040 0.05 0.00 -0.05 0.000
C 0.7719 0.9787 -3.0777 0.18 0.00 -0.08 0.000
H 2.5362 -3.1468 2.9448 0.01 0.02 0.02 0.000
H 0.0482 -3.2521 2.9519 0.02 -0.07 -0.07 0.020
H 2.5291 -1.8188 -0.1125 0.05 0.13 -0.04 0.000
Se -0.3203 -0.4285 2.6993 0.86 -0.37 -0.77 0.057
C -1.6569 -1.6802 -3.7701 0.12 0.13 -0.03 0.000
H -0.0864 -5.7563 2.8684 0.02 -0.04 0.01 0.000
C 4.4291 4.4699 0.0872 -0.25 -0.08 -0.04 0.000
C 2.1754 0.3810 -3.2362 -0.11 0.04 0.02 0.000
N -2.9545 -0.6120 0.2670 1.59 -0.09 -0.20 0.000
H 0.7097 1.4911 -2.1190 -0.07 -0.08 -0.19 0.000
C 2.6039 -0.7441 -0.0175 0.13 -0.33 -0.08 0.000
N 1.4521 -0.0748 0.0267 -1.60 -0.20 0.16 0.000
H 1.8423 5.7264 1.6132 0.05 0.01 -0.08 0.000
Te -0.5866 -1.5479 4.9491 -0.53 -0.24 0.42 0.332
H -3.4881 3.1357 2.0764 0.03 0.00 0.02 0.000
H 0.6902 4.3929 1.5843 -0.03 -0.03 0.02 0.000
C 3.8183 1.2963 0.1253 -0.06 0.12 0.04 0.000
H -0.1878 -6.0145 0.3993 0.00 0.01 0.10 0.000
C -0.2599 -0.1073 -3.1011 0.10 0.22 -0.03 0.000
H 4.9287 4.1846 1.0148 -0.01 -0.01 0.02 0.000
H 2.2422 3.9832 -2.4021 0.06 -0.02 0.05 0.000
C -0.7492 -0.7580 -4.2417 -0.01 -0.04 0.09 0.000
N -1.7021 -1.5785 -2.4377 -0.16 -0.12 -0.44 0.000
N -3.4059 -1.5435 -0.6055 -0.39 -0.18 -0.06 0.000
C 0.8529 -5.2133 2.7590 -0.15 0.06 -0.02 0.001
```
Forces are in eV/Å.

Results
expectation value of S² = 0.77
spin multiplicity = 2
gap between HOMO and LUMO (spin up / spin down) = 5.13 / 4.95 eV
ΔE to the lowest compared entry with this formula, charge and spin = 58.13 kcal per mole
LUMO level (spin up / spin down) = -1.1 / -1.2 eV


No. 4
ORCA calculation (the ωB97M-V functional and the def2-TZVPD basis) on the molecule C5H7N3S.

The geometry in XYZ format:
```
16
Properties=species:S:1:pos:R:3:forces:R:3:mulliken_charge:R:1
H 0.0805 -2.3990 -0.3884 -1.17 -0.26 0.06 0.258
C -1.5265 0.3563 -0.2274 1.67 -2.29 1.51 0.227
N -1.9753 -1.8872 -0.0724 -0.32 0.35 1.11 -0.825
C 0.6200 1.6338 -0.5417 0.29 1.22 -1.90 -0.495
C -2.5108 -0.6625 0.1198 1.38 1.07 -1.32 -0.222
C 1.8697 -0.1832 0.6563 -0.85 2.05 -0.28 -1.000
H 1.9375 -1.2287 0.4910 0.87 -0.98 0.58 0.386
H 1.3310 2.1978 0.1075 -0.38 -0.23 -0.95 0.384
C -0.3034 -0.4170 -0.3234 -3.48 2.22 -0.52 0.000
S -1.0993 2.0577 0.0829 0.18 -0.73 -0.18 -0.159
N 0.9265 0.1831 -0.4365 -0.28 1.45 0.39 -0.191
H 2.7841 0.3927 0.3699 -0.41 -0.91 0.84 0.397
H 1.4511 0.0840 1.6941 0.77 -0.41 -1.39 0.268
N -0.6365 -1.6838 -0.2619 0.32 -0.77 -0.31 0.312
H 0.6094 2.0065 -1.7039 0.41 -1.04 2.93 0.280
H -3.5579 -0.4506 0.4339 0.99 -0.75 -0.57 0.378
```
Forces are in eV/Å.

Results
gap between HOMO and LUMO = 8.19 eV
ΔE to the lowest compared entry with this formula, charge and spin = 28.76 kcal per mole
LUMO level = 0.7 eV
SMILES string = CN1CSc2cn[nH]c21


What is the formula in the second record? C3H4N2O